Record 1
DFT (the ωB97M-V functional and the def2-TZVPD basis) results for an isolated ion of composition C3H9N2 and charge +1.

Summary:
Charge: +1
HOMO-LUMO gap in eV: 12.10
Highest occupied orbital energy in eV: -15.204
Lowest unoccupied orbital energy in eV: -3.10
Structure (SMILES): NC[NH+]1CC1

CARTESIAN COORDINATES (ANGSTROEM)
N 0.68 -0.73 -1.21
C 1.15 0.27 -0.42
N -0.01 0.66 0.64
C -1.40 0.35 0.21
C -0.77 -0.47 1.17
H 1.20 -1.58 -1.23
H 0.51 -0.59 -2.14
H 1.42 1.10 -0.93
H 2.07 -0.11 0.14
H 0.21 1.55 1.20
H -1.51 0.10 -0.88
H -2.13 1.13 0.46
H -1.15 -0.30 2.16
H -0.28 -1.39 0.82

Atomic partial charges in e from the natural (NBO) method, atoms 1 to 4: number 1, N, carries -0.8329; number 2, C, carries -0.0239; number 3, N, carries -0.3934; number 4, C, carries -0.2228

=====

Record 2
DFT (the ωB97M-V functional and the def2-TZVPD basis) results for C24H66AsF6O9 as an isolated structure.

Summary:
Charge: -1
HOMO-LUMO gap in eV: 9.86
Highest occupied orbital energy in eV: -7.398
Lowest unoccupied orbital energy in eV: 2.46

CARTESIAN COORDINATES (ANGSTROEM)
As 0.39 0.50 0.61
F 0.85 -1.20 0.53
F 1.14 0.76 -0.98
F -0.01 2.21 0.66
F -0.50 0.24 2.10
F 1.88 0.84 1.44
F -1.17 0.18 -0.16
C 0.00 6.57 1.75
C -0.89 5.36 1.75
O -0.78 4.66 0.52
H 0.03 7.15 2.68
H -0.30 7.27 0.96
H 1.04 6.40 1.46
H -1.95 5.59 1.87
H -0.54 4.63 2.49
H -0.47 3.74 0.66
C -0.48 0.03 -3.66
C -0.96 1.49 -3.47
O -2.31 1.56 -3.90
H -1.20 -0.73 -3.37
H 0.42 -0.23 -3.10
H -0.32 -0.14 -4.72
H -0.35 2.11 -4.13
H -0.87 1.88 -2.46
H -2.79 2.25 -3.43
C 3.04 3.60 2.21
C 3.64 3.55 3.61
O 4.91 4.19 3.72
H 3.63 2.93 1.59
H 3.14 4.64 1.87
H 2.00 3.28 2.25
H 3.82 2.50 3.85
H 2.90 4.00 4.28
H 5.34 3.87 4.51
C -4.25 -1.11 -2.04
C -4.51 -1.53 -3.48
C -5.86 -2.17 -3.73
O -4.41 -0.35 -4.28
H -5.00 -0.37 -1.75
H -3.31 -0.61 -1.81
H -4.27 -1.89 -1.27
H -3.72 -2.20 -3.83
H -5.96 -2.96 -2.98
H -5.84 -2.64 -4.72
H -6.69 -1.47 -3.69
H -3.50 -0.01 -4.21
C -3.26 -1.90 1.98
C -3.79 -0.51 1.78
C -5.28 -0.37 2.06
O -3.15 0.35 2.73
H -3.77 -2.65 1.37
H -3.45 -2.19 3.02
H -2.18 -2.00 1.85
H -3.58 -0.26 0.74
H -5.80 -1.26 1.69
H -5.71 0.53 1.63
H -5.45 -0.39 3.13
H -2.23 0.52 2.47
C 0.78 -3.03 3.42
C 0.07 -4.30 3.88
C -0.90 -4.03 5.02
O -0.72 -4.82 2.81
H 0.08 -2.23 3.18
H 1.39 -3.19 2.53
H 1.39 -2.65 4.24
H 0.79 -5.03 4.27
H -1.63 -3.26 4.76
H -0.32 -3.68 5.89
H -1.47 -4.91 5.32
H -0.77 -4.12 2.13
C 6.40 -0.77 -0.79
C 5.27 -1.79 -1.04
C 3.96 -1.13 -1.48
O 5.74 -2.59 -2.14
H 7.36 -1.26 -0.75
H 6.18 -0.18 0.11
H 6.44 -0.08 -1.63
H 5.12 -2.36 -0.12
H 3.14 -1.84 -1.36
H 3.95 -0.89 -2.54
H 3.71 -0.31 -0.82
H 5.72 -2.02 -2.91
C 1.86 3.91 -1.68
C 3.17 3.35 -2.22
C 4.22 3.13 -1.13
O 2.96 2.08 -2.83
H 1.49 3.33 -0.83
H 1.06 3.83 -2.41
H 2.02 4.93 -1.33
H 3.57 4.01 -3.00
H 4.44 4.02 -0.53
H 5.19 2.81 -1.52
H 3.93 2.36 -0.41
H 2.54 1.47 -2.20
C -0.62 -3.37 -2.00
C -1.47 -3.64 -0.75
C -2.09 -5.02 -0.68
O -0.62 -3.50 0.38
H -1.26 -3.41 -2.89
H 0.17 -4.12 -2.12
H -0.20 -2.37 -1.95
H -2.30 -2.92 -0.82
H -1.35 -5.82 -0.65
H -2.63 -5.11 -1.64
H -2.76 -5.16 0.17
H -0.31 -2.57 0.37

Atomic partial charges in e from the Mulliken method, atoms 1 to 4: number 1, As, carries 2.0336; number 2, F, carries -0.7138; number 3, F, carries -0.0048; number 4, F, carries -0.5825

=====

Record 3
DFT (the ωB97M-V functional and the def2-TZVPD basis) results for one molecule with the formula C8H11NO4S.

Summary:
Charge: 0
HOMO-LUMO gap (alpha / beta) in eV: 7.26 / 6.61
Highest occupied orbital energy (alpha / beta) in eV: -6.727 / -9.678
Lowest unoccupied orbital energy (alpha / beta) in eV: 0.54 / -3.07
Spin multiplicity: 3

CARTESIAN COORDINATES (ANGSTROEM)
C -2.29 0.99 -0.07
C 1.16 1.53 1.28
C -2.66 -0.08 0.86
C 0.36 1.27 0.08
C -1.22 -0.20 1.22
C 0.88 -0.35 -0.60
C 0.21 -0.46 -1.94
C 2.40 -0.64 -0.65
N -0.96 1.00 0.44
O -2.79 1.73 -0.85
O 2.31 1.82 1.27
O 0.88 -1.77 1.54
O -0.55 -2.51 -0.35
S -0.06 -1.44 0.44
H 0.73 1.35 2.32
H -3.34 0.24 1.63
H -2.98 -0.93 0.20
H 0.38 2.08 -0.66
H -0.92 -0.21 2.26
H -0.87 -0.40 -1.76
H 0.47 -1.25 -2.56
H 0.43 0.46 -2.44
H 2.76 -1.36 -1.42
H 2.55 -1.06 0.33
H 3.11 0.19 -0.57

Atomic partial charges in e from the natural (NBO) method, atoms 1 to 4: number 1, C, carries 0.7069; number 2, C, carries -0.0196; number 3, C, carries -0.5260; number 4, C, carries -0.0471

=====

Record 4
DFT (the ωB97M-V functional and the def2-TZVPD basis) results for an isolated ion of composition C4H11N2 and charge +1.

Summary:
Charge: +1
HOMO-LUMO gap in eV: 11.15
Highest occupied orbital energy in eV: -14.546
Lowest unoccupied orbital energy in eV: -3.40
Structure (SMILES): CC/C(N)=C/[NH3+]

CARTESIAN COORDINATES (ANGSTROEM)
C 0.32 -1.88 -1.66
C -0.32 -1.47 -0.31
C -0.14 0.01 0.01
N -1.30 0.85 -0.07
C 0.84 0.47 0.78
N 0.63 1.84 1.31
H 0.95 -1.07 -2.04
H -0.41 -1.98 -2.47
H 0.76 -2.87 -1.59
H 0.14 -2.01 0.50
H -1.38 -1.67 -0.46
H -2.03 0.59 0.59
H -1.76 0.89 -0.98
H 1.82 0.07 0.96
H 1.26 2.54 0.92
H -0.33 2.02 0.89
H 0.69 1.82 2.32

Atomic partial charges in e from the natural (NBO) method, atoms 1 to 4: number 1, C, carries -0.6136; number 2, C, carries -0.4588; number 3, C, carries 0.2330; number 4, N, carries -0.8952

=====

Which of these has the lowest charge? C24H66AsF6O9